Entry 1:
{
  "formula": "C5H6N",
  "method": "wB97M-V/def2-TZVPD",
  "elements": ["N", "C", "C", "C", "C", "C", "H", "H", "H", "H", "H", "H"],
  "coordinates": [[0.981, 0.234, 0.086], [-1.841, -0.760, 0.342], [1.154, 0.981, 1.192], [1.007, 1.616, 0.098], [-2.154, -0.698, -0.793], [0.976, -0.804, -0.617], [-1.589, -0.908, 1.423], [1.092, 0.826, 2.240], [-2.615, -0.628, -1.736], [0.721, -0.632, -1.654], [1.007, -1.676, -0.009], [1.259, 2.449, -0.573]],
  "lowdin_charge": [-0.09, -0.02, 0.13, 0.17, 0.01, 0.13, 0.07, 0.15, 0.03, 0.13, 0.12, 0.17],
  "e_above_lowest_kcal_mol": 153.6,
  "molar_mass_g_mol": 80.11,
  "gap_ev": 9.754,
  "homo_ev": -14.4363,
  "total_charge": 1,
  "energy_ha": -248.37095,
  "max_force_ev_per_a": 3.95
}

=====

Entry 2:
{
  "formula": "C5H6N",
  "method": "wB97M-V/def2-TZVPD",
  "elements": ["N", "C", "C", "C", "C", "C", "H", "H", "H", "H", "H", "H"],
  "coordinates": [[-1.348, 0.624, 0.025], [-0.123, 1.096, -0.080], [-1.636, -0.745, -0.150], [2.148, -0.042, 0.021], [0.957, 0.329, -0.096], [3.324, -0.488, 0.015], [-0.765, -1.293, -0.557], [0.023, 2.050, 0.223], [-2.006, -1.075, 0.775], [-2.470, -0.875, -0.790], [4.113, -0.876, 0.595], [-2.218, 1.295, 0.019]],
  "lowdin_charge": [-0.02, -0.05, -0.04, -0.06, 0.09, 0.32, 0.12, 0.14, 0.10, 0.10, 0.07, 0.23],
  "e_above_lowest_kcal_mol": 126.2,
  "molar_mass_g_mol": 80.11,
  "gap_ev": [6.621, 6.637],
  "homo_ev": [-13.5408, -13.5500],
  "total_charge": 1,
  "energy_ha": -248.41460,
  "max_force_ev_per_a": 4.07
}

=====

Entry 3:
{
  "formula": "C5H6N",
  "method": "wB97M-V/def2-TZVPD",
  "elements": ["N", "C", "C", "C", "C", "C", "H", "H", "H", "H", "H", "H"],
  "coordinates": [[0.657, -0.045, 0.416], [-2.528, 0.609, 0.275], [-1.412, -1.222, -0.112], [-2.610, -0.681, 0.267], [-0.541, 0.029, -0.510], [-1.408, 1.275, 0.011], [1.410, -0.769, 0.271], [0.155, -0.211, 1.294], [-0.183, 0.065, -1.470], [-1.071, -2.268, -0.353], [1.099, 0.841, 0.205], [-1.366, 2.305, -0.460]],
  "lowdin_charge": [0.20, 0.04, -0.02, 0.08, -0.23, 0.00, 0.20, 0.17, 0.13, 0.13, 0.16, 0.14],
  "e_above_lowest_kcal_mol": 156.9,
  "smiles": "[NH3+]C1C=C=C=C1",
  "molar_mass_g_mol": 80.11,
  "gap_ev": [8.722, 8.537],
  "homo_ev": [-13.9382, -13.9084],
  "total_charge": 1,
  "energy_ha": -248.36571,
  "max_force_ev_per_a": 3.80
}

=====

Entry 4:
{
  "formula": "C5H6N2",
  "method": "wB97M-V/def2-TZVPD",
  "elements": ["N", "N", "C", "C", "C", "C", "C", "H", "H", "H", "H", "H", "H"],
  "coordinates": [[-0.656, 0.255, 0.914], [2.337, -1.201, 1.596], [-1.058, -0.970, 0.213], [1.681, -0.458, 0.997], [0.277, 0.649, -1.043], [0.736, 0.527, 0.449], [-1.105, 0.305, -0.514], [0.664, -0.002, -1.831], [-1.980, -1.387, 0.603], [0.376, 1.690, -1.360], [1.057, 1.503, 0.816], [-0.294, -1.704, -0.044], [-2.034, 0.793, -0.794]],
  "lowdin_charge": [0.01, 0.15, -0.11, -0.17, -0.07, -0.29, -0.24, 0.11, 0.11, 0.11, 0.14, 0.11, 0.13],
  "e_above_lowest_kcal_mol": 56.5,
  "smiles": "N#C[C@H]1C[C@H]2CN21",
  "molar_mass_g_mol": 94.12,
  "gap_ev": 10.787,
  "homo_ev": -9.9432,
  "energy_ha": -303.54606,
  "max_force_ev_per_a": 1.26
}

=====

Entry 5:
{
  "formula": "C5H6N2",
  "method": "wB97M-V/def2-TZVPD",
  "elements": ["N", "N", "C", "C", "C", "C", "C", "H", "H", "H", "H", "H", "H"],
  "coordinates": [[1.391, 0.160, -0.572], [-1.442, -0.580, -0.322], [-2.381, 0.077, 0.102], [-3.224, 0.924, 0.625], [3.466, -0.672, 0.545], [2.262, -0.271, 0.122], [0.416, 0.635, -1.216], [3.917, -1.516, 0.139], [-3.879, 1.664, 0.161], [3.924, -0.076, 1.342], [-1.496, -1.612, -0.574], [0.084, 0.137, -2.119], [-3.037, 1.130, 1.767]],
  "lowdin_charge": [-0.05, 0.10, -0.28, -0.02, 0.02, -0.15, 0.01, 0.02, 0.05, 0.05, 0.13, 0.02, 0.10],
  "e_above_lowest_kcal_mol": 143.9,
  "molar_mass_g_mol": 94.12,
  "gap_ev": 8.290,
  "homo_ev": -7.7605,
  "energy_ha": -303.40674,
  "max_force_ev_per_a": 3.31
}

=====

Entry 6:
{
  "formula": "C5H6N2",
  "method": "wB97M-V/def2-TZVPD",
  "elements": ["N", "N", "C", "C", "C", "C", "C", "H", "H", "H", "H", "H", "H"],
  "coordinates": [[-2.790, -0.095, 0.018], [1.899, 1.668, -0.097], [-0.020, -1.152, 0.031], [1.281, 0.586, -0.003], [1.451, -0.906, 0.127], [-0.489, 0.114, -0.128], [-1.787, 0.722, -0.189], [2.882, 1.733, 0.079], [2.132, -1.287, -0.553], [-2.055, 1.731, -0.318], [-0.456, -2.109, -0.066], [1.709, -1.401, 1.111], [-3.759, 0.395, -0.010]],
  "lowdin_charge": [0.06, 0.14, -0.05, -0.22, -0.16, -0.07, -0.21, 0.05, 0.08, 0.09, 0.10, 0.13, 0.08],
  "e_above_lowest_kcal_mol": 90.3,
  "smiles": "[H]/N=C/C1=CC/C1=N\\[H]",
  "molar_mass_g_mol": 94.12,
  "gap_ev": 9.534,
  "homo_ev": -9.1847,
  "energy_ha": -303.49212,
  "max_force_ev_per_a": 4.68
}

=====

Entry 7:
{
  "formula": "C5H6N2",
  "method": "wB97M-V/def2-TZVPD",
  "elements": ["N", "N", "C", "C", "C", "C", "C", "H", "H", "H", "H", "H", "H"],
  "coordinates": [[1.547, 0.063, -0.479], [-2.077, -0.095, 0.442], [0.195, 0.155, 1.445], [1.445, 0.432, 0.703], [0.313, -0.212, -1.109], [-0.855, -0.051, 0.455], [-0.034, -0.426, -2.347], [-0.268, 0.843, 2.126], [2.246, 0.834, 1.189], [-1.114, -0.755, -2.641], [0.495, -0.730, 2.066], [-2.492, 0.101, 1.331], [0.600, -0.158, -3.181]],
  "lowdin_charge": [0.07, 0.14, -0.15, -0.17, -0.21, -0.25, 0.02, 0.11, 0.09, 0.10, 0.15, 0.05, 0.05],
  "e_above_lowest_kcal_mol": 78.7,
  "molar_mass_g_mol": 94.12,
  "gap_ev": 9.289,
  "homo_ev": -8.5518,
  "energy_ha": -303.51067,
  "max_force_ev_per_a": 5.52
}

=====

Entry 8:
{
  "formula": "C5H6N2",
  "method": "wB97M-V/def2-TZVPD",
  "elements": ["N", "N", "C", "C", "C", "C", "C", "H", "H", "H", "H", "H", "H"],
  "coordinates": [[1.510, 1.196, 1.351], [-1.241, -0.830, 0.158], [-0.866, 0.387, 0.930], [0.587, 0.623, 0.727], [-1.040, 0.442, -0.549], [0.458, 0.093, -0.718], [0.045, -1.344, -0.432], [1.099, 0.364, -1.564], [2.228, 1.171, 0.627], [-1.545, 0.732, 1.700], [-0.211, -1.931, -1.314], [0.708, -1.920, 0.229], [-1.733, 1.017, -1.145]],
  "lowdin_charge": [0.15, 0.03, -0.13, -0.34, -0.15, -0.14, -0.12, 0.14, 0.05, 0.14, 0.11, 0.12, 0.14],
  "e_above_lowest_kcal_mol": 81.0,
  "smiles": "[H]/N=C1\\[C@H]2CN3[C@H]2[C@H]13",
  "molar_mass_g_mol": 94.12,
  "gap_ev": 10.374,
  "homo_ev": -9.3489,
  "energy_ha": -303.50699,
  "max_force_ev_per_a": 1.13
}

=====

Entry 9:
{
  "formula": "C5H6N2",
  "method": "wB97M-V/def2-TZVPD",
  "elements": ["N", "N", "C", "C", "C", "C", "C", "H", "H", "H", "H", "H", "H"],
  "coordinates": [[0.478, 0.475, 0.149], [1.754, 2.626, 0.213], [1.133, 1.649, 0.143], [-1.158, -0.884, -0.132], [-0.716, 0.110, 0.960], [0.096, -0.513, -0.939], [1.315, -0.912, -0.210], [-1.164, -1.929, 0.178], [-0.410, -0.304, 1.920], [2.150, -0.467, -0.780], [-2.105, -0.625, -0.609], [-1.390, 0.958, 1.083], [0.017, -0.182, -1.975]],
  "lowdin_charge": [-0.17, 0.17, -0.23, -0.11, -0.08, -0.26, 0.03, 0.11, 0.12, 0.04, 0.11, 0.12, 0.14],
  "e_above_lowest_kcal_mol": 118.2,
  "molar_mass_g_mol": 94.12,
  "gap_ev": 9.081,
  "homo_ev": -8.3671,
  "energy_ha": -303.44770,
  "max_force_ev_per_a": 1.07
}

=====

Entry 10:
{
  "formula": "C5H6N2",
  "method": "wB97M-V/def2-TZVPD",
  "elements": ["N", "N", "C", "C", "C", "C", "C", "H", "H", "H", "H", "H", "H"],
  "coordinates": [[0.329, 0.833, 1.203], [1.445, 0.512, 0.570], [1.268, 0.353, -0.678], [-0.094, -1.486, 1.332], [-0.669, 1.222, 0.276], [-0.236, 0.679, -1.075], [-0.274, -2.584, 0.900], [-0.570, -0.375, -1.296], [-0.848, 2.359, 0.448], [2.044, 0.040, -1.291], [-0.640, -3.657, 0.909], [-0.186, 1.319, -1.955], [-1.569, 0.786, 0.656]],
  "lowdin_charge": [0.02, -0.04, -0.09, -0.02, -0.26, -0.11, -0.10, 0.12, 0.16, 0.09, 0.04, 0.10, 0.10],
  "e_above_lowest_kcal_mol": 188.5,
  "molar_mass_g_mol": 94.12,
  "gap_ev": [8.768, 7.577],
  "homo_ev": [-10.0702, -9.2357],
  "energy_ha": -303.33574,
  "max_force_ev_per_a": 4.02
}